(1)
{
  "formula": "C5H11NO2",
  "method": "ωB97M-V/def2-TZVPD",
  "de_lowest_kcal_mol": 37.0,
  "e_tot_ev": -10943.637,
  "multiplicity": 1,
  "charge": -2,
  "smiles": "CN[C@H](C[O-])CC[O-]",
  "orbital_gap_ev": 5.880,
  "symbols": ["C", "N", "C", "C", "O", "C", "C", "O", "H", "H", "H", "H", "H", "H", "H", "H", "H", "H", "H"],
  "coordinates": [[-0.276, 2.131, 0.581], [0.732, 1.392, -0.114], [0.641, -0.089, -0.211], [0.962, -0.437, -1.764], [1.543, 0.561, -2.439], [-0.690, -0.741, 0.178], [-0.659, -1.732, 1.392], [-1.891, -1.879, 1.939], [-0.587, 1.634, 1.497], [-0.011, 3.212, 0.692], [-1.210, 2.360, 0.028], [1.015, 1.658, -1.064], [1.589, -0.420, 0.258], [0.037, -0.761, -2.334], [1.520, -1.451, -1.730], [-1.422, -0.023, 0.549], [-1.141, -1.255, -0.670], [-0.184, -2.661, 0.951], [0.031, -1.500, 2.260]]
}

=====

(2)
{
  "formula": "C5H10O2",
  "method": "ωB97M-V/def2-TZVPD",
  "de_lowest_kcal_mol": 59.7,
  "e_tot_ev": -9440.455,
  "multiplicity": 1,
  "charge": 0,
  "smiles": "C=C(C)O.C=CO",
  "orbital_gap_ev": 9.691,
  "symbols": ["C", "C", "C", "O", "H", "H", "H", "H", "H", "H", "C", "C", "O", "H", "H", "H", "H"],
  "coordinates": [[-0.042, -2.335, 0.845], [-0.700, -1.316, 1.373], [-0.970, -1.139, 2.837], [-1.245, -0.341, 0.565], [0.309, -3.125, 1.491], [0.137, -2.409, -0.218], [-0.650, -2.018, 3.389], [-0.442, -0.268, 3.231], [-2.039, -0.995, 2.997], [-1.056, 0.521, 0.950], [1.082, 0.446, -1.740], [0.587, 1.640, -2.012], [1.384, 2.754, -2.083], [0.415, -0.383, -1.578], [2.149, 0.296, -1.639], [-0.464, 1.806, -2.230], [0.873, 3.490, -2.429]]
}

=====

(3)
{
  "formula": "C21H35InN5O2S4Sb",
  "method": "ωB97M-V/def2-TZVPD",
  "de_lowest_kcal_mol": 16.2,
  "e_tot_ev": -88947.761,
  "multiplicity": 1,
  "charge": -2,
  "orbital_gap_ev": 5.242,
  "symbols": ["In", "S", "Sb", "S", "S", "S", "N", "C", "O", "C", "C", "H", "H", "H", "H", "H", "H", "C", "N", "C", "N", "C", "N", "C", "N", "C", "C", "H", "H", "H", "H", "H", "H", "H", "H", "H", "H", "H", "H", "C", "C", "C", "C", "C", "C", "C", "C", "C", "C", "C", "C", "O", "H", "H", "H", "H", "H", "H", "H", "H", "H", "H", "H", "H", "H", "H", "H", "H", "H"],
  "coordinates": [[0.549, 0.405, 0.107], [2.577, 1.657, 0.888], [2.600, 0.533, 3.086], [0.342, -0.615, 2.399], [-1.380, -0.380, 3.495], [2.257, 2.145, 4.666], [-3.232, -0.300, -2.415], [-2.063, -0.048, -1.762], [-2.021, -0.059, -0.543], [-0.859, 0.235, -2.631], [0.137, 1.129, -1.918], [-4.007, -0.635, -1.869], [-3.245, -0.402, -3.412], [-1.207, 0.630, -3.596], [-0.391, -0.736, -2.824], [-0.227, 2.156, -1.878], [1.087, 1.141, -2.454], [-0.422, 2.885, 2.476], [-1.098, 4.060, 3.045], [-0.783, 5.215, 2.222], [-1.214, 5.043, 0.826], [-0.554, 3.838, 0.299], [-0.865, 2.640, 1.080], [-2.322, 2.447, 1.083], [-3.028, 3.617, 1.633], [-2.536, 3.825, 3.004], [-2.657, 4.786, 0.840], [-0.654, 2.009, 3.079], [0.654, 3.048, 2.481], [0.297, 5.374, 2.240], [-1.282, 6.100, 2.631], [0.529, 3.979, 0.304], [-0.892, 3.696, -0.730], [-2.549, 1.563, 1.680], [-2.661, 2.285, 0.058], [-2.760, 2.934, 3.593], [-3.055, 4.689, 3.434], [-3.163, 5.667, 1.250], [-2.995, 4.634, -0.190], [-1.642, -3.405, -1.749], [-0.988, -3.889, -0.452], [-1.447, -3.065, 0.747], [0.515, -4.001, -0.630], [1.040, -5.287, -0.658], [2.379, -5.546, -0.902], [3.205, -4.460, -1.139], [2.742, -3.151, -1.116], [3.785, -2.070, -1.338], [3.384, -0.954, -2.303], [4.263, -1.514, 0.003], [1.370, -2.871, -0.830], [0.912, -1.643, -0.821], [-2.720, -3.267, -1.619], [-1.474, -4.120, -2.559], [-1.203, -2.454, -2.040], [-1.337, -4.916, -0.285], [-1.269, -2.004, 0.602], [-0.926, -3.358, 1.659], [-2.521, -3.199, 0.907], [0.359, -6.118, -0.488], [2.763, -6.560, -0.913], [4.260, -4.624, -1.345], [4.638, -2.584, -1.798], [2.642, -0.298, -1.860], [2.963, -1.369, -3.224], [4.262, -0.355, -2.561], [3.433, -1.090, 0.563], [4.995, -0.713, -0.132], [4.713, -2.307, 0.605]]
}

=====

(4)
{
  "formula": "C6H18O2",
  "method": "ωB97M-V/def2-TZVPD",
  "de_lowest_kcal_mol": 37.1,
  "e_tot_ev": -10607.341,
  "multiplicity": 1,
  "charge": 0,
  "smiles": "CCCCCC.O.O",
  "orbital_gap_ev": 10.846,
  "symbols": ["C", "C", "C", "C", "C", "C", "H", "H", "H", "H", "H", "H", "H", "H", "H", "H", "H", "H", "H", "H", "O", "H", "H", "O", "H", "H"],
  "coordinates": [[2.290, -2.301, 1.371], [1.205, -1.357, 0.903], [1.572, -0.938, -0.537], [0.783, -1.820, -1.611], [-0.749, -1.652, -1.673], [-1.209, -0.460, -2.381], [1.798, -2.867, 2.305], [2.512, -2.985, 0.550], [3.131, -1.688, 1.627], [0.251, -1.818, 0.914], [1.366, -0.535, 1.639], [1.376, 0.088, -0.931], [2.738, -1.119, -0.783], [0.988, -2.825, -1.087], [1.267, -1.773, -2.627], [-1.212, -2.480, -2.321], [-1.118, -1.749, -0.679], [-0.629, -0.337, -3.320], [-1.066, 0.493, -1.791], [-2.281, -0.558, -2.654], [-1.835, 1.758, 2.476], [-1.601, 1.526, 1.530], [-1.295, 1.146, 3.049], [-1.527, 5.571, 0.859], [-2.043, 4.731, 0.496], [-0.638, 5.286, 0.978]]
}

=====

(5)
{
  "formula": "C6H8AgCl4Ni2O14P2Sn2",
  "method": "ωB97M-V/def2-TZVPD",
  "e_tot_ev": -201430.017,
  "multiplicity": 6,
  "charge": 0,
  "orbital_gap_ev": [4.518, 4.514],
  "symbols": ["Ag", "Ni", "Ni", "Sn", "Sn", "P", "O", "O", "O", "O", "P", "O", "O", "O", "O", "C", "O", "O", "O", "C", "O", "O", "O", "Cl", "C", "C", "Cl", "H", "H", "H", "H", "Cl", "C", "C", "Cl", "H", "H", "H", "H"],
  "coordinates": [[1.793, 1.721, -1.103], [0.142, -1.176, -1.782], [0.371, 2.103, 1.954], [-1.967, -1.153, 2.816], [-2.481, 2.051, -0.809], [-1.997, 2.487, 2.704], [-2.845, 3.116, 3.802], [-1.187, 3.308, 1.729], [-2.653, 1.314, 1.983], [-0.846, 1.936, 3.552], [0.260, -0.205, 0.509], [-0.916, -1.056, -0.048], [0.027, 1.251, 0.079], [1.456, -0.520, -0.458], [0.491, 0.052, 2.053], [0.117, 1.026, -3.205], [0.230, 2.179, -2.747], [1.152, 0.277, -3.085], [-0.880, 0.327, -2.792], [2.759, 3.001, 1.182], [3.415, 2.262, 0.386], [2.312, 2.507, 2.260], [1.718, 3.400, 0.595], [-4.182, -1.024, -0.290], [-3.670, -1.854, -1.763], [-4.596, -1.496, -2.959], [-4.521, 0.281, -3.232], [-3.747, -2.921, -1.550], [-2.613, -1.660, -1.929], [-5.629, -1.817, -2.843], [-4.309, -2.094, -3.824], [3.524, -2.381, 3.071], [3.387, -1.926, 1.326], [4.690, -2.287, 0.689], [5.044, -4.020, 0.542], [3.336, -0.842, 1.410], [2.476, -2.313, 0.883], [5.572, -1.948, 1.226], [4.764, -1.909, -0.331]]
}

=====

(6)
{
  "formula": "C11H17Cl2NO2Pd",
  "method": "ωB97M-V/def2-TZVPD",
  "de_lowest_kcal_mol": 9.0,
  "e_tot_ev": -45789.194,
  "multiplicity": 5,
  "charge": -2,
  "orbital_gap_ev": [5.151, 6.276],
  "symbols": ["C", "C", "C", "C", "C", "C", "C", "C", "C", "C", "Pd", "Cl", "Cl", "O", "H", "H", "H", "H", "H", "H", "H", "H", "H", "H", "H", "H", "H", "H", "H", "H", "O", "H", "N", "C"],
  "coordinates": [[1.470, 0.423, -0.596], [1.694, 1.287, 0.553], [0.442, 1.848, 0.937], [2.940, 1.443, 1.304], [-0.555, 1.341, 0.059], [0.074, 0.438, -0.874], [-0.648, -0.310, -1.874], [2.478, -0.385, -1.277], [0.167, 2.616, 2.149], [-1.950, 1.503, 0.159], [-1.347, -2.155, -0.794], [0.260, -0.613, 3.683], [0.428, -3.488, -1.506], [-2.641, -0.904, 0.228], [3.724, 0.794, 0.892], [2.768, 1.162, 2.357], [3.317, 2.473, 1.296], [0.141, 1.919, 3.019], [-0.822, 3.079, 2.069], [0.916, 3.395, 2.330], [-2.357, 1.863, 1.086], [-2.289, 0.148, 0.254], [-2.453, 1.803, -0.760], [-1.505, 0.239, -2.282], [-1.895, -1.905, -2.830], [0.005, -0.736, -2.634], [3.421, -0.367, -0.733], [2.669, -0.039, -2.303], [2.114, -1.422, -1.349], [-2.598, -1.208, 1.166], [-2.211, -2.770, -2.483], [-1.465, -3.437, -2.617], [-2.310, -4.476, 1.008], [-1.981, -3.559, 0.360]]
}

=====

What is the multiplicity in the fourth record? 1

=====

Which value of charge does entry 6 give? -2